1.
DFT (wB97M-V/def2-TZVPD) results for a 3-piece molecular cluster, C19H38BClNO11S2 overall in a non-equilibrium geometry.

Properties
E_LUMO = 1.957 eV
Charge = -1
Orbital gap = 6.86 eV
Energy = -79198.844 eV
E_HOMO = -4.900 eV
Molecular weight = 566.9 g mol⁻¹

Geometry as XYZ:
```
73
Properties=species:S:1:pos:R:3:forces:R:3
Cl -0.599747 4.395345 0.727482 -0.13 -0.66 -0.05
S -1.985190 -5.766127 -0.194358 0.37 -0.41 -0.07
S 2.492003 2.877274 -3.314937 -0.25 0.65 0.93
O -0.108836 3.310024 3.162024 1.20 0.40 -2.33
O 2.571916 4.093358 -4.377361 0.09 -0.07 0.31
O 1.301091 2.120299 -3.576006 0.46 -0.12 -0.27
O -1.879714 -6.640443 -1.542908 0.13 -0.07 0.64
O -3.332933 -5.822056 0.293153 0.18 0.25 -0.27
O -1.307074 -4.521026 -0.397981 -0.43 -0.16 0.06
O -0.527690 1.296212 2.117008 0.69 -0.98 -2.52
O 1.646148 4.134375 1.957822 0.14 -0.88 -0.36
O 0.643753 1.848849 0.031499 -0.99 -2.25 0.94
O 3.781421 2.248276 -3.234921 -0.27 -0.12 -0.47
O 2.116370 -0.408175 -0.934585 -0.70 -0.44 0.57
N -0.680192 1.351967 4.556859 -1.53 -0.50 0.05
C -2.378581 -5.127103 -3.388893 0.07 0.28 0.15
C 3.731720 2.168221 0.625212 0.15 -0.84 0.30
C 2.016952 3.147456 -6.552406 -0.14 -0.27 0.03
C -2.792915 -6.359427 -2.607036 -0.43 0.35 -0.74
C -0.085729 0.792968 -0.609601 0.77 -0.57 -1.87
C -3.620758 -0.628566 3.460326 0.24 -0.69 -0.76
C 0.618365 1.775749 1.453026 -0.54 3.19 2.02
C -1.812351 0.530992 5.056093 0.66 -1.00 0.89
C 2.238615 3.858204 -1.870113 0.03 0.16 -0.17
C -2.494265 2.729599 3.071324 -1.51 0.16 0.66
C -2.174127 -0.709272 4.113563 -1.21 -0.25 0.31
C 0.461916 3.360998 1.865242 0.36 0.73 3.56
C -0.969688 -6.800624 0.817159 0.05 -0.15 -0.07
C 1.861607 1.185235 2.260195 1.59 0.92 0.18
C 0.387720 -1.583223 0.519208 0.20 -0.89 -0.94
C 3.261013 1.212326 1.519253 0.00 0.65 -0.13
C 0.709124 -0.600046 -0.682151 -1.36 -0.29 -0.20
C 3.067301 3.817644 -5.686095 0.05 -0.20 -0.67
C -3.586559 3.289050 3.079037 -0.11 -0.28 -0.03
B -0.996883 2.107610 3.278709 0.64 0.95 -0.37
H -4.611018 3.735669 3.091100 1.75 -0.66 -0.10
H -0.677047 -1.438610 0.863779 1.29 0.01 -0.08
H 3.768916 3.277494 0.791661 -1.58 -1.14 -0.53
H -3.833806 0.345557 2.937503 0.41 -0.86 0.70
H -0.867468 -6.319327 1.789070 -0.08 0.09 -0.11
H -1.453022 -7.769669 0.926719 0.00 0.07 -0.04
H 1.614090 0.135092 2.576800 0.31 0.99 -0.52
H 0.296601 -1.105689 -1.621775 0.16 0.59 1.15
H -2.779078 -7.227145 -3.269519 0.17 -0.11 0.29
H 2.092276 3.186359 -1.023704 -0.09 -0.10 -0.14
H 1.516377 4.913176 2.528083 -0.53 -0.70 -0.21
H -3.657047 -1.438338 2.656098 -0.16 0.92 0.94
H -2.156041 -1.658152 4.745818 0.01 1.04 -0.74
H 0.422829 -2.638776 0.086468 -0.02 1.19 0.62
H 4.120327 1.807589 -0.381252 0.89 0.32 1.80
H 1.351485 4.473257 -2.012885 0.00 -0.10 0.02
H -2.475572 -4.225735 -2.781309 -0.01 -0.05 -0.04
H -2.718549 1.157606 5.334488 1.08 -0.65 -0.76
H -1.440025 -0.875384 3.273257 -0.54 0.56 1.00
H 1.082170 3.711542 -6.532574 0.10 0.04 -0.02
H -4.462815 -0.850403 4.176431 0.94 0.33 -0.51
H 3.971256 0.361831 1.777031 -1.55 0.13 -1.42
H 0.054138 0.669587 4.318186 -0.35 0.60 0.21
H -1.333506 -5.197997 -3.697283 -0.08 -0.07 -0.03
H 1.146136 -1.572934 1.352222 -0.96 0.40 -0.73
H -0.189633 1.109868 -1.698642 0.27 -0.08 1.41
H -3.812569 -6.261280 -2.225406 0.12 0.00 0.17
H 3.979888 3.217296 -5.635591 -0.07 -0.01 0.17
H 3.337931 4.778806 -6.128467 -0.04 0.06 0.30
H 3.118846 4.478119 -1.707775 -0.02 -0.06 -0.08
H 2.363590 3.068534 -7.585418 0.04 0.07 0.04
H -1.141328 0.655423 -0.235816 1.29 0.08 0.10
H 2.520343 -1.288657 -0.826402 -0.17 0.60 -0.08
H 1.794995 2.141568 -6.191920 0.02 0.06 -0.01
H -3.004058 -5.006504 -4.275695 0.01 -0.09 0.04
H 1.944220 1.793904 3.218782 -0.48 -0.65 -1.08
H -1.464637 0.073724 6.045923 -0.49 0.53 -1.04
H 0.006996 -6.903324 0.347191 -0.07 0.05 0.00
```
Forces are in eV/Å.

2.
DFT (wB97M-V/def2-TZVPD) results for a 3-piece molecular cluster, C19H38BF5N2O9S2 overall in a non-equilibrium geometry.

Properties
E_LUMO = -0.046 eV
Charge = 0
Orbital gap = 8.85 eV
Energy = -77658.081 eV
SMILES = C=CC[C@@H]1C[C@@H](B(O)OCC)[C@@H](S(=O)(=O)C(F)(F)C(F)(F)F)OS1(=O)=O.COC[C@@H](C)N.COC[C@@H](C)N
E_HOMO = -8.893 eV
Molecular weight = 608.5 g mol⁻¹

Geometry as XYZ:
```
76
Properties=species:S:1:pos:R:3:forces:R:3
S 0.314392 1.659420 -0.842978 1.16 -2.16 0.82
S -1.565822 0.971042 -4.009616 -1.02 -0.48 -0.93
F -0.410016 3.189950 1.057858 0.13 -0.06 0.18
F -2.623069 2.179639 1.233976 0.07 -0.19 -0.23
F -0.787028 4.114659 -0.841655 0.00 -0.13 -0.49
F -2.707025 1.513431 -0.826896 -0.03 0.13 0.00
F -3.146387 3.575979 -0.321839 0.06 -0.19 -0.10
O -0.251865 0.377857 -0.541002 -1.10 0.25 -0.32
O 1.563790 1.857959 -0.175119 0.18 1.23 -0.41
O 1.846327 -7.093049 3.635601 -0.07 0.04 0.01
O 1.812517 5.150955 -3.902360 0.13 -0.12 0.07
O 2.122968 4.155011 -1.798434 -0.78 0.09 0.35
O -0.201501 0.631353 -3.238421 -0.27 0.38 0.37
O -2.583439 0.112717 -3.512648 0.06 -0.07 0.57
O 1.024531 0.540658 4.175638 -0.05 0.01 -0.09
O -1.276971 0.887352 -5.407806 0.55 0.25 -0.07
N 1.342820 -2.171861 5.114846 -0.06 0.11 0.12
N 2.196975 -8.350916 1.060441 0.05 -0.09 0.15
C 0.187267 -2.309011 2.981352 -0.14 -0.08 -0.06
C 1.248017 -5.809376 3.624503 0.17 0.02 0.06
C 1.006491 -8.157041 3.240900 0.02 -0.22 0.06
C -3.140411 3.026456 -4.669352 -0.25 0.13 2.29
C 1.264986 0.742486 2.793567 0.16 0.07 0.10
C 0.614189 2.934706 -3.521561 0.25 0.13 0.09
C 0.595768 1.657384 -2.685811 0.06 0.52 -0.56
C -0.864892 2.954660 -0.172159 -0.16 0.26 0.39
C -0.759418 3.571112 -3.859039 0.10 0.00 -0.45
C -3.374858 4.490403 -4.903297 -0.16 0.03 0.12
C 2.488707 5.164197 0.360932 0.33 -0.15 -0.24
C 2.253977 5.422673 -1.116944 0.30 -0.18 0.12
C -1.994486 2.670166 -3.685895 0.59 0.69 -0.12
C -0.012411 -7.335659 1.038137 -0.11 -0.04 -0.04
C 0.890565 -8.356355 1.723499 0.02 0.25 -0.07
C -2.376482 2.515528 -0.027774 -0.10 0.27 0.25
C 0.127234 -1.763094 4.403853 0.21 0.00 -0.20
C -0.107898 -0.248633 4.474423 -0.13 0.02 0.21
C -4.647831 4.958732 -4.933833 -0.04 0.02 0.03
B 1.572099 4.116019 -3.026294 0.37 0.04 -0.35
H 1.337344 5.993975 -1.269657 0.04 0.05 -0.08
H -5.088372 5.427094 -5.809980 0.59 1.68 0.60
H 0.444763 -9.344391 1.570732 0.02 -0.02 0.06
H -0.619174 -1.908438 2.364140 0.02 0.03 0.00
H 1.608743 1.249900 -2.699423 0.00 -0.03 0.42
H 1.338999 -5.333045 2.645233 -0.11 -0.01 -0.01
H 2.680554 -7.501284 1.339311 -0.03 0.04 -0.07
H 0.329272 0.809758 2.233056 0.00 -0.08 -0.02
H 0.013653 -8.050695 3.699482 -0.02 0.05 -0.06
H 1.772364 -5.185446 4.347065 0.00 -0.02 0.02
H -4.060121 2.639875 -4.215234 -0.04 -0.17 -0.24
H -5.309070 4.842209 -4.077298 -0.55 -1.62 -0.63
H -2.532234 5.162990 -5.047504 0.01 -0.36 -1.70
H 1.807332 1.680258 2.680353 -0.03 0.02 0.05
H -0.724471 -2.236445 4.902867 -0.01 0.05 0.03
H 1.267517 -1.904320 6.091964 -0.03 -0.09 0.02
H -0.265680 -7.675413 0.034309 0.05 0.00 -0.01
H 1.733799 4.888161 -4.822995 -0.27 0.21 -0.06
H 1.886126 -0.052395 2.375212 -0.09 -0.02 -0.11
H 1.956085 4.273319 0.686026 -0.18 0.11 0.03
H -2.396534 2.823684 -2.689688 0.08 -0.54 0.13
H 0.476021 -6.366399 0.938079 0.02 -0.01 0.04
H 0.088013 -3.393508 2.998063 0.02 0.00 0.01
H 0.192524 -5.862498 3.911619 -0.02 0.01 -0.05
H 2.769749 -9.098935 1.440153 -0.03 -0.06 -0.08
H 1.133692 -2.078130 2.492626 0.01 0.04 0.04
H -0.942934 -7.195459 1.591793 0.01 0.02 0.01
H 1.460304 -9.056752 3.665848 0.04 0.03 0.01
H 3.548399 4.971130 0.529620 -0.01 0.02 0.11
H 3.099149 5.959000 -1.548106 -0.13 0.15 -0.08
H -3.033721 2.509028 -5.621659 0.19 0.27 -0.14
H -0.884165 4.500506 -3.302760 -0.30 -0.11 0.13
H 2.110458 -1.607064 4.760635 0.02 -0.06 -0.06
H 1.041921 2.617940 -4.480575 -0.07 -0.32 0.08
H 2.187722 6.029056 0.949896 0.01 -0.02 0.05
H -0.375242 0.005629 5.504068 0.05 0.02 0.01
H -0.956065 0.044130 3.840061 0.03 -0.04 -0.06
H -0.738529 3.875464 -4.906129 0.20 -0.04 -0.01
```
Forces are in eV/Å.

3.
DFT (wB97M-V/def2-TZVPD) results for a 2-piece molecular cluster, C19H38BrFN2O2S overall in a non-equilibrium geometry.

Properties
E_LUMO = -1.038 eV
Charge = 0
Orbital gap = 4.70 eV
Energy = -110986.597 eV
E_HOMO = -5.738 eV
Molecular weight = 457.5 g mol⁻¹

Geometry as XYZ:
```
64
Properties=species:S:1:pos:R:3:forces:R:3
Br -6.809608 -2.944885 -1.169720 0.58 0.31 0.07
S -0.546091 -1.157821 -0.192968 -0.23 -0.23 0.59
F -1.000369 -4.057368 -1.316604 -0.26 0.31 0.49
O -4.544328 -5.037945 -2.174176 -0.42 -0.48 1.04
O -3.381158 -3.341110 -2.920900 0.16 1.38 1.15
N 3.911902 3.508300 -0.560674 -0.15 -0.32 0.26
N -2.682856 -2.953287 -0.010963 0.42 0.24 0.26
C 2.539274 2.055272 -1.975243 -0.01 -0.27 -0.17
C -0.321906 -1.226937 1.639074 0.72 0.73 0.24
C 2.841578 2.766263 0.253295 -0.13 0.10 -0.14
C 1.750800 2.470655 -0.748279 -0.20 0.05 0.02
C -5.059610 -2.228492 -0.543586 0.71 0.06 0.90
C 5.722802 6.441531 -0.160521 0.11 -0.05 -0.05
C 0.978475 -0.384061 1.934970 -0.33 -0.99 -0.48
C 3.638142 4.997967 -0.469757 0.11 -0.11 -0.40
C -1.654266 -3.942757 -0.055713 0.02 -1.93 0.27
C 4.695933 5.874925 -1.141321 0.10 0.32 0.30
C -2.288975 -1.636322 -0.494162 -0.06 0.96 -0.54
C -2.148022 -5.389083 0.275551 0.53 0.19 0.43
C -5.954452 -2.540472 1.914354 0.18 0.85 0.57
C 3.734852 3.001030 -2.003143 -0.11 0.00 0.02
C -3.990740 -3.394797 -0.517726 -1.78 0.42 -1.29
C -2.718209 -5.517835 1.733178 0.67 -0.89 -0.75
C -5.309091 -1.591550 0.857325 -1.04 0.02 0.02
C 5.265047 3.152204 -0.029716 -0.17 0.17 -0.19
C -3.964427 -3.954052 -1.994212 0.37 -1.05 -1.53
H -4.803849 -1.457692 -1.298491 -0.14 -0.58 0.44
H 1.077495 1.687682 -0.403028 -0.03 0.00 0.01
H 1.948345 2.114966 -2.888149 0.10 0.01 0.00
H 3.283979 1.842252 0.626590 0.03 0.07 -0.03
H 2.671190 5.153480 -0.948457 -0.02 -0.16 0.11
H 1.154535 3.363768 -0.951336 -0.02 -0.04 0.04
H -4.404004 -1.150426 1.326260 -0.24 -0.41 -0.58
H 5.363395 2.068153 -0.033379 -0.04 0.06 0.00
H -4.478838 -4.173330 0.109188 0.84 0.35 -0.23
H -1.844062 -5.661430 2.411082 -0.72 0.50 -0.15
H -1.187537 -0.803571 2.186785 0.37 -0.32 -0.43
H 1.784927 -0.874480 1.337428 -0.35 0.59 0.35
H -0.104302 -2.249303 2.002324 -0.46 0.41 -0.34
H 3.550177 3.857919 -2.648379 0.13 0.04 0.12
H 2.881983 1.023225 -1.874176 -0.08 0.02 0.02
H -6.021361 -0.745876 0.701290 0.48 -0.47 0.11
H -3.257635 -6.491794 1.771299 0.01 0.84 0.16
H 4.181074 6.726185 -1.592638 -0.05 -0.15 -0.08
H 4.646651 2.497679 -2.316646 0.06 0.17 0.04
H 6.387489 7.137553 -0.672632 -0.01 -0.03 0.04
H 1.277927 -0.465289 2.998875 -0.29 0.28 -0.53
H 3.536375 5.243212 0.588215 0.09 -0.05 -0.03
H 6.025094 3.581640 -0.678201 0.00 0.05 0.12
H -6.972724 -2.881250 1.643875 0.81 -0.04 -0.08
H -1.216941 -6.004239 0.260433 -0.60 0.40 -0.17
H 5.348595 3.536552 0.985457 0.06 -0.04 -0.04
H -2.889003 -0.802527 -0.060921 0.22 -0.86 0.02
H 5.203270 5.355419 -1.957594 -0.13 -0.06 -0.02
H -3.353187 -4.667192 2.035871 0.30 -0.53 -0.08
H -2.801699 -5.812201 -0.510766 0.07 0.58 0.43
H -0.826158 -3.771703 0.670240 -0.59 0.55 -0.53
H 6.341697 5.663193 0.286926 0.01 0.05 0.02
H -2.433832 -1.539092 -1.602652 0.43 -0.34 0.64
H 5.229535 6.985544 0.647121 0.01 -0.01 -0.04
H 2.524289 3.384236 1.091345 0.18 0.01 -0.01
H -5.279117 -3.374385 2.187070 -0.52 0.26 -0.30
H 0.840052 0.661980 1.600433 0.16 -0.47 0.38
H -6.088523 -1.928225 2.840974 0.14 -0.48 -0.52
```
Forces are in eV/Å.